# 1
Molecular formula: C21H21AlF5N4O3Se
Method: DFT, ωB97M-V/def2-TZVPD

Computed properties:
**Energy relative to the best compared isomer or geometry (same formula, charge and spin)**: 0.0000 eV
**DFT total energy**: -119748.9000 eV
**LUMO energy**: -0.1354 Ha
**Total charge**: +1

Geometry as XYZ:
```
56
Properties=species:S:1:pos:R:3:forces:R:3:lowdin_charge:R:1
Al -0.692400 0.190500 0.735800 -0.26 0.90 -0.86 -0.059
C 0.640600 -0.087500 7.429200 -0.44 0.00 0.26 -0.037
O 1.801700 -0.106100 6.622800 0.42 0.01 -0.17 -0.031
C 1.743600 -0.146500 5.304400 0.01 -0.03 -0.71 -0.248
C 3.002500 -0.289500 4.667600 0.09 -0.02 0.02 0.024
C 3.089600 -0.378300 3.317200 -0.09 -0.02 0.11 0.010
C 1.940100 -0.288700 2.482600 -0.25 0.03 0.15 -0.078
C 2.014800 -0.420800 1.081500 -0.23 0.12 -0.01 -0.266
C 3.260100 -0.736400 0.326600 -0.03 -0.02 -0.07 0.044
O 0.973600 -0.263200 0.345100 1.12 -0.33 -0.31 -0.028
C 0.672900 -0.086100 3.129600 0.13 0.06 -0.33 -0.220
O -0.445900 0.087800 2.436800 -0.08 -0.13 0.96 0.011
C 0.596900 -0.052100 4.516900 -0.19 0.02 0.48 0.085
H 1.002400 0.025300 8.449900 -0.09 -0.01 -0.12 0.104
H 0.097600 -1.028800 7.338000 -0.02 0.00 -0.04 0.107
H -0.017200 0.746800 7.181300 0.06 0.03 -0.04 0.099
H 3.873200 -0.343900 5.298700 0.16 -0.03 0.04 0.130
H 4.059300 -0.515200 2.868500 0.09 0.00 0.00 0.114
H 4.148400 -0.836000 0.935900 0.01 0.02 0.02 0.078
H 3.410200 0.039600 -0.425400 0.02 0.03 0.01 0.109
H 3.102200 -1.665700 -0.222900 -0.05 -0.03 0.02 0.116
H -0.382600 0.060800 4.954800 -0.07 0.03 0.05 0.128
F -7.280400 0.761400 0.014600 0.16 0.04 -0.03 0.153
C -6.027300 0.431700 -0.262900 0.33 -0.14 -0.14 -0.120
C -5.014500 0.670700 0.665200 0.14 0.04 0.07 -0.133
F -5.266200 1.276000 1.824100 -0.11 -0.07 -0.09 0.138
C -3.722900 0.284200 0.354600 -0.19 -0.33 -0.91 -0.200
F -2.698300 0.543300 1.246100 -0.29 0.11 0.35 0.070
C -3.371800 -0.329800 -0.839900 -0.72 0.24 0.18 -0.463
Se -1.589300 -0.857600 -1.174700 0.17 -0.14 0.07 1.013
C -4.399400 -0.528300 -1.767500 0.40 0.14 0.45 -0.232
F -4.094400 -1.076200 -2.938500 -0.22 -0.01 -0.02 0.107
C -5.709000 -0.153900 -1.492200 0.07 0.07 0.19 -0.123
F -6.657900 -0.343700 -2.397600 0.05 0.00 0.14 0.154
C -1.512300 2.709900 -0.748800 -0.50 -0.13 -0.53 -0.159
N -0.560900 2.235800 0.305000 -0.06 -0.83 0.22 -0.091
C -0.789000 3.077000 1.520600 -0.10 0.02 0.58 -0.141
N -0.647100 4.477200 1.237200 -0.07 0.22 0.29 -0.077
C -1.602100 4.862600 0.205000 -0.15 0.10 -0.02 -0.143
N -1.363400 4.109800 -1.022100 -0.23 0.18 -0.20 -0.077
C -0.006500 4.369500 -1.487700 0.02 0.01 -0.17 -0.143
N 0.959900 3.970800 -0.470700 0.34 0.12 -0.13 -0.076
C 0.811700 2.572500 -0.191400 0.57 -0.24 -0.16 -0.148
C 0.700400 4.733800 0.745400 0.15 0.06 0.09 -0.146
H -2.539200 2.529500 -0.412700 0.17 -0.09 0.01 0.132
H -1.326700 2.138500 -1.665500 -0.04 -0.01 0.22 0.124
H -0.057600 2.784100 2.280900 -0.10 -0.03 -0.07 0.140
H -1.793400 2.874400 1.903300 0.07 -0.02 -0.05 0.141
H -1.503800 5.929900 -0.000900 -0.02 -0.06 0.03 0.138
H -2.615400 4.658000 0.560100 0.03 0.06 -0.03 0.137
H 0.108800 5.434400 -1.694800 -0.01 -0.06 -0.01 0.138
H 0.178100 3.805700 -2.406900 -0.02 0.06 0.07 0.139
H 1.532900 2.288400 0.582800 -0.10 -0.02 -0.08 0.137
H 1.002400 1.985200 -1.097200 -0.05 0.06 0.15 0.146
H 0.810400 5.797100 0.530500 0.01 -0.03 0.03 0.137
H 1.423900 4.448100 1.512300 0.00 0.04 -0.01 0.137
```
Forces are in eV/Å.

=====

# 2
Molecular formula: C2ClF2N
Method: DFT, ωB97M-V/def2-TZVPD

Computed properties:
**Expectation value of S²**: 2.01
**Spin multiplicity**: 3
**DFT total energy**: -21512.2901 eV
**LUMO energy (alpha / beta)**: 0.0283 / -0.1682 Ha

Geometry as XYZ:
```
6
Properties=species:S:1:pos:R:3:forces:R:3:mulliken_spin:R:1
C -1.267679 1.250945 0.262056 0.43 11.30 -0.55 0.833
C 1.304429 -1.135753 0.360660 1.58 -0.64 4.26 0.007
N -1.678309 0.253919 0.646042 -2.50 -11.19 2.41 0.735
F 1.146346 -0.399613 -0.590512 -0.06 4.72 -4.13 0.006
F 0.789726 -2.190148 -0.046293 -1.43 -4.26 -0.12 0.004
Cl -0.294515 2.220650 -0.631951 1.97 0.07 -1.86 0.414
```
Forces are in eV/Å.

=====

# 3
Molecular formula: C18H17FN2O5S
Method: DFT, ωB97M-V/def2-TZVPD

Computed properties:
**SMILES**: O=C(c1ccc(S(=O)(=O)Cc2ccccc2F)c([N+](=O)[O-])c1)N1CCCC1
**Energy relative to the best compared isomer or geometry (same formula, charge and spin)**: 3.6429 eV
**DFT total energy**: -45709.4313 eV
**LUMO energy**: -0.0301 Ha

Geometry as XYZ:
```
44
Properties=species:S:1:pos:R:3:forces:R:3:lowdin_charge:R:1
O 2.433814 1.008846 -3.067273 0.23 0.17 -0.03 0.091
C 1.549263 0.375121 -2.525406 -0.23 0.04 0.21 -0.435
C 0.767734 0.947998 -1.372760 0.05 0.28 0.19 -0.108
C 1.451558 1.408138 -0.251227 -0.14 -0.06 -0.18 0.033
C 0.760713 1.981740 0.802696 0.00 0.01 0.02 -0.020
C -0.617757 2.081819 0.762812 -0.45 0.32 0.30 -0.180
S -1.422403 3.007899 2.114522 -0.22 0.20 -0.14 0.729
O -2.446254 3.828091 1.537908 -0.23 -0.08 -0.03 -0.286
O -0.348455 3.664612 2.799653 0.37 -0.21 0.34 -0.292
C -2.131327 1.745030 3.254837 0.28 0.58 -0.63 -0.131
C -1.177952 0.612395 3.230450 0.33 -0.45 0.39 -0.218
C -1.302222 -0.417077 2.301887 0.01 -0.15 0.20 -0.038
C -0.343502 -1.408999 2.201953 -0.05 -0.07 -0.10 -0.077
C 0.765714 -1.392106 3.031682 -0.03 0.07 0.00 -0.071
C 0.903912 -0.392932 3.978931 -0.01 0.14 0.07 0.003
C -0.064718 0.590052 4.066642 -0.11 -0.17 -0.12 -0.232
F 0.068551 1.541774 5.006177 -0.02 -0.03 -0.08 0.084
C -1.294738 1.650761 -0.368129 1.08 -0.13 -0.14 -0.122
N -2.736756 1.685810 -0.434218 -0.23 -0.25 -0.12 -0.341
O -3.325685 1.419755 0.591094 -0.39 -0.14 0.14 0.066
O -3.246430 1.897225 -1.505205 -0.25 0.16 -0.33 0.126
C -0.610418 1.096711 -1.442153 -0.18 0.12 0.19 0.069
N 1.198419 -0.863952 -2.907463 0.05 -0.16 -0.18 -0.041
C 0.316098 -1.782963 -2.215181 -0.33 -0.27 0.32 -0.150
C 0.866197 -3.155989 -2.598595 -0.09 0.09 -0.06 -0.160
C 1.331849 -2.929385 -4.035977 0.02 0.05 0.12 -0.161
C 1.922965 -1.523422 -3.986368 0.30 0.10 -0.35 -0.131
H 2.527294 1.328082 -0.222432 0.11 0.01 0.01 0.131
H 1.272123 2.379912 1.664621 0.10 0.01 0.07 0.121
H -3.114130 1.494588 2.872872 0.00 0.01 0.05 0.098
H -2.181139 2.240786 4.220484 0.00 0.14 -0.01 0.117
H -2.175159 -0.436090 1.667656 -0.06 0.02 -0.09 0.113
H -0.465472 -2.202201 1.479693 -0.02 -0.07 -0.06 0.100
H 1.516826 -2.162556 2.952626 0.08 -0.07 0.01 0.106
H 1.747261 -0.364496 4.650338 0.08 0.03 0.09 0.121
H -1.165811 0.795049 -2.317717 -0.05 -0.05 -0.04 0.137
H -0.711928 -1.674059 -2.581497 0.01 -0.04 0.11 0.125
H 0.326663 -1.601585 -1.138354 -0.06 -0.03 -0.09 0.116
H 1.716237 -3.408091 -1.963766 0.02 -0.02 0.05 0.116
H 0.118194 -3.940790 -2.513541 -0.01 -0.03 0.07 0.112
H 0.477162 -2.956753 -4.712218 -0.02 -0.03 -0.04 0.114
H 2.058652 -3.668251 -4.364257 0.00 -0.01 -0.08 0.111
H 2.991754 -1.533935 -3.749173 -0.06 0.02 -0.07 0.130
H 1.793304 -0.966564 -4.916621 0.10 -0.06 0.04 0.129
```
Forces are in eV/Å.

=====

# 4
Molecular formula: C19H39N5O9P3
Method: DFT, ωB97M-V/def2-TZVPD

Computed properties:
**DFT total energy**: -74073.6685 eV
**LUMO energy**: -0.1416 Ha
**Total charge**: +1

Geometry as XYZ:
```
75
Properties=species:S:1:pos:R:3:forces:R:3:lowdin_charge:R:1
O 1.324514 1.562419 -5.531726 -0.05 -0.23 0.63 -0.400
P 1.758281 2.912879 -5.161860 -0.19 -0.82 -1.75 0.735
C 0.686674 3.623115 -3.797538 0.06 -0.93 -0.25 -0.353
N -0.398684 2.916789 -3.494278 0.49 1.66 0.74 0.210
C -0.982313 3.672891 -2.503775 -0.29 -1.33 -0.77 -0.300
N -2.113436 3.300746 -1.914084 0.19 0.48 0.05 0.162
C -2.754010 2.061115 -2.250038 -0.47 -2.17 0.09 -0.235
C -2.265972 0.821679 -1.807538 -0.10 1.46 -0.25 0.007
C -3.005604 -0.296465 -2.164955 1.08 -1.44 0.54 -0.159
N -4.129184 -0.353454 -2.861949 0.07 0.65 -0.48 0.091
C -4.581399 0.820383 -3.302393 0.27 -0.25 0.45 -0.119
C -3.918710 2.000854 -2.998705 -0.53 1.92 -0.57 -0.019
N -0.263197 4.777378 -2.249885 -0.59 0.15 0.70 0.155
N 0.822582 4.729634 -3.062239 0.59 -0.34 -0.85 0.094
H 1.543675 3.756280 -6.285771 0.19 0.53 0.75 0.030
H 3.136668 3.008005 -4.860727 -0.33 0.53 0.51 0.024
H -2.526614 3.890289 -1.204254 -0.04 -0.10 -0.07 0.172
H -1.358525 0.763779 -1.207035 -0.32 -0.29 -0.14 0.101
H -2.609478 -1.257616 -1.819031 -0.26 0.30 -0.09 0.115
H -5.509389 0.819438 -3.875691 0.29 0.07 0.11 0.122
H -4.345437 2.939766 -3.367661 0.11 -0.29 0.07 0.119
H -0.447019 5.488137 -1.554165 0.33 0.08 -0.18 0.196
H 1.584353 5.391311 -3.114749 -0.33 0.29 0.41 0.189
O -2.314687 -1.098012 0.608548 3.25 0.71 1.80 -0.259
P -2.735178 -1.525569 1.986237 -7.59 -2.32 -1.69 0.616
O -3.286460 -3.049249 1.675766 1.27 0.32 0.34 -0.194
C -2.634232 -3.915336 0.748465 -0.05 -0.49 -0.27 -0.283
C -1.763592 -4.930283 1.464470 0.01 0.11 0.17 -0.075
O -4.159378 -0.727640 2.088408 0.81 0.50 0.55 -0.200
C -4.408911 0.438430 1.309395 -0.32 0.04 -0.22 -0.285
C -5.229150 0.086915 0.083988 -0.06 -0.22 0.06 -0.067
O -2.858322 -1.775154 3.608521 2.65 1.27 -0.78 -0.177
C -1.944181 -2.653118 4.266469 0.30 -0.44 0.47 -0.271
C -0.499593 -2.243838 4.072880 -0.05 0.18 -0.09 -0.080
H -2.037851 -3.364570 0.020619 -0.09 0.20 0.07 0.098
H -3.419978 -4.435669 0.197233 -0.07 0.09 0.06 0.122
H -0.937683 -4.434868 1.982313 0.04 -0.03 -0.06 0.064
H -1.339966 -5.641691 0.754613 -0.02 0.02 0.00 0.082
H -2.339634 -5.480040 2.210223 -0.02 -0.03 -0.07 0.082
H -3.477017 0.936504 1.034149 0.05 -0.11 -0.07 0.090
H -4.970360 1.132529 1.938964 0.03 -0.10 0.12 0.118
H -4.746946 -0.692373 -0.507081 -0.05 0.14 0.21 0.056
H -5.379585 0.964539 -0.549819 -0.01 -0.01 0.03 0.071
H -6.204956 -0.299805 0.380702 -0.01 0.09 0.04 0.088
H -2.117708 -3.680109 3.940925 -0.04 0.07 -0.20 0.102
H -2.191428 -2.619374 5.328217 -0.16 0.17 -0.09 0.127
H -0.223379 -2.252260 3.011030 0.02 -0.12 0.01 0.064
H 0.165642 -2.923504 4.605521 0.01 0.00 -0.06 0.089
H -0.335343 -1.231052 4.445499 0.00 -0.03 0.05 0.082
O 3.960938 -1.768085 1.157686 -3.49 0.38 0.18 -0.226
P 3.892376 -0.284808 1.303776 7.27 1.53 -0.02 0.591
O 4.609800 0.248216 -0.079927 -1.18 -0.24 0.25 -0.195
C 4.393821 -0.451416 -1.302266 0.18 -0.01 -0.56 -0.278
C 3.323568 0.243996 -2.119136 -0.17 0.06 -0.05 -0.082
O 5.062352 -0.041262 2.408408 -0.91 0.17 0.15 -0.209
C 5.491028 -1.090847 3.281263 0.36 -0.27 0.07 -0.286
C 6.765619 -1.719417 2.758506 0.12 0.06 -0.14 -0.073
O 3.356730 1.235526 1.682885 -2.23 -1.91 -0.05 -0.179
C 2.362889 1.865744 0.884956 -0.17 0.54 -0.26 -0.292
C 1.081929 1.073624 0.739972 0.06 -0.24 0.20 -0.082
H 4.108592 -1.490949 -1.143424 0.07 0.03 0.25 0.107
H 5.341596 -0.456003 -1.843667 0.02 0.08 0.10 0.124
H 2.365376 0.199324 -1.594145 0.00 -0.04 -0.13 0.055
H 3.198671 -0.235784 -3.091154 0.00 0.00 0.02 0.084
H 3.564485 1.299536 -2.276258 0.11 -0.04 -0.01 0.065
H 4.707305 -1.835436 3.417410 0.00 0.01 -0.15 0.103
H 5.678714 -0.640213 4.257564 -0.06 0.17 -0.09 0.117
H 6.642411 -2.076623 1.735780 -0.14 -0.09 0.06 0.074
H 7.071498 -2.557015 3.386892 -0.01 0.02 0.01 0.080
H 7.571098 -0.983305 2.741719 -0.01 -0.01 0.08 0.078
H 2.784210 2.102067 -0.096462 0.09 -0.15 -0.01 0.096
H 2.147343 2.820605 1.369849 0.12 -0.08 0.14 0.121
H 1.265841 0.105319 0.262853 -0.08 0.05 -0.04 0.068
H 0.365833 1.627394 0.128713 -0.01 -0.05 -0.01 0.060
H 0.628078 0.875059 1.711997 -0.01 0.06 -0.01 0.084
```
Forces are in eV/Å.